The following is a quantum chemistry calculation of an isolated molecule of C23H29ClN4O, from the OMol25 dataset.

SMILES: CCCn1cc([C@@H]2C[C@H]3CN(Cc4cccc(Cl)c4)C(=O)[C@]34CCCN24)c(C)n1
Highest occupied orbital energy in Ha: -0.3093
E in Ha: -1648.3231
Spin multiplicity: 1
Gap between HOMO and LUMO in eV: 9.1
Lowest unoccupied orbital energy in eV: 0.7158
Charge: 0
Relative energy (zero: lowest compared OMol25 entry of this formula, charge and spin) in kJ/mol: 13.92

XYZ file:
```
58
Properties=species:S:1:pos:R:3:forces:R:3:nbo_charge:R:1
C -5.8907 -2.5795 -1.7705 0.07 0.15 -0.15 -0.61
C -5.8163 -1.1129 -2.1740 -0.04 -0.05 0.28 -0.40
H -6.7069 -0.8376 -2.7416 0.02 0.07 -0.06 0.20
H -4.9451 -0.9490 -2.8118 -0.04 0.08 -0.06 0.20
C -5.7162 -0.1963 -0.9498 -0.41 -0.03 -0.52 -0.21
N -4.4831 -0.3917 -0.2393 0.53 0.20 0.09 -0.16
C -3.2602 0.0505 -0.5815 0.22 -0.15 0.25 -0.03
C -2.3708 -0.4146 0.3683 -0.15 -0.03 -0.29 -0.16
C -3.1744 -1.1632 1.2572 0.07 0.19 -0.29 0.14
N -4.4387 -1.1309 0.8636 -0.52 -0.40 0.50 -0.28
C -2.8068 -1.9415 2.4726 -0.02 0.04 -0.02 -0.64
H -3.6960 -2.4490 2.8366 -0.01 -0.06 0.06 0.24
H -2.0446 -2.6835 2.2412 0.05 -0.07 0.08 0.21
H -2.4283 -1.2917 3.2596 0.05 -0.03 0.09 0.22
C -0.8998 -0.1619 0.3425 0.05 -0.25 0.05 -0.04
N -0.5681 1.1999 -0.0694 0.12 -0.06 -0.14 -0.43
C -1.3281 2.2918 0.5401 -0.26 0.38 0.09 -0.23
C -0.3426 3.1109 1.3783 0.01 -0.12 -0.12 -0.42
H -0.3053 2.7377 2.4037 -0.03 0.00 0.05 0.19
H -0.6008 4.1675 1.4046 -0.01 0.03 0.07 0.22
C 0.9811 2.8424 0.6723 -0.04 -0.04 -0.08 -0.39
H 1.0612 3.4459 -0.2332 0.05 0.02 -0.02 0.23
H 1.8555 3.0183 1.2972 0.06 0.01 -0.03 0.21
C 0.8450 1.3788 0.2625 0.23 0.26 0.06 0.04
C 1.7248 1.0295 -0.9344 -0.14 0.03 0.13 0.69
O 1.8011 1.6451 -1.9748 0.00 0.28 -0.29 -0.63
N 2.4093 -0.0942 -0.6441 0.15 -0.36 0.02 -0.42
C 2.2545 -0.5844 0.7035 0.14 -0.13 0.20 -0.21
C 1.2066 0.3307 1.3548 -0.09 -0.03 0.00 -0.24
C -0.1217 -0.3669 1.6540 -0.02 0.07 -0.19 -0.40
H 0.0047 -1.4145 1.9158 0.00 -0.08 0.11 0.21
H -0.6386 0.1400 2.4694 -0.07 0.00 0.06 0.21
H 1.6191 0.8047 2.2460 0.00 0.00 -0.05 0.22
H 3.2161 -0.5402 1.2293 -0.09 -0.07 -0.02 0.20
H 1.9289 -1.6314 0.6818 0.03 0.02 0.06 0.19
C 3.3946 -0.6684 -1.5302 -0.07 0.14 -0.15 -0.24
C 4.7903 -0.3366 -1.0680 0.10 -0.08 0.03 -0.04
C 5.6362 -1.3217 -0.5798 0.00 0.07 -0.06 -0.19
C 6.8989 -0.9769 -0.1254 -0.05 0.20 -0.05 -0.05
C 7.3305 0.3384 -0.1426 0.05 -0.14 0.04 -0.24
C 6.4787 1.3182 -0.6260 -0.05 0.01 -0.01 -0.19
C 5.2175 0.9866 -1.0853 -0.01 -0.02 -0.01 -0.21
H 4.5527 1.7486 -1.4632 -0.10 0.11 -0.06 0.23
H 6.8072 2.3462 -0.6445 0.03 0.09 -0.01 0.22
H 8.3163 0.5895 0.2157 0.09 -0.01 0.04 0.23
Cl 7.9481 -2.2138 0.4788 0.12 -0.14 0.07 0.00
H 5.3198 -2.3536 -0.5560 -0.03 -0.12 0.01 0.21
H 3.2098 -0.2299 -2.5154 0.02 -0.14 0.08 0.25
H 3.2489 -1.7522 -1.5780 0.02 0.07 -0.04 0.20
H -1.7348 2.9083 -0.2693 -0.11 0.04 0.15 0.19
H -2.1631 1.9147 1.1341 0.04 0.08 -0.07 0.21
H -0.4530 -0.8181 -0.4232 -0.01 0.00 0.16 0.20
H -3.0875 0.6651 -1.4409 0.00 0.18 -0.24 0.22
H -6.5244 -0.4194 -0.2500 0.09 0.11 -0.03 0.22
H -5.7832 0.8512 -1.2593 -0.01 -0.08 0.12 0.20
H -5.9081 -3.2171 -2.6508 -0.02 -0.11 -0.05 0.21
H -6.7893 -2.7679 -1.1879 -0.08 -0.07 0.09 0.20
H -5.0308 -2.8500 -1.1629 0.05 -0.09 0.06 0.22
```
Positions in Å, forces in eV/Å.